Entry w
15
Properties=species:S:1:pos:R:3 method="wB97M-V/def2-TZVPD" lumo_energy_ev=1.05 e_homo_ev=-9.69 smiles="C=C(C)[C@H](C)F" gap_ha=0.3946
F 1.6710 1.2511 -0.5861
C -1.6108 -0.5666 -0.4234
C 0.8785 0.0822 -0.4858
C 1.5344 -0.9073 0.4917
C -0.5495 0.4430 -0.1122
C -0.7462 1.5757 0.4815
H -1.5310 -1.3562 0.3009
H 1.1346 -1.9846 0.4782
H 0.8569 -0.2631 -1.5150
H 1.4686 -0.5243 1.5531
H -1.4979 -0.9389 -1.4165
H 2.6082 -0.9167 0.2041
H 0.0906 2.3128 0.6094
H -1.7099 1.9507 0.8345
H -2.5974 -0.1577 -0.4144

=====

Entry x
15
Properties=species:S:1:pos:R:3 method="wB97M-V/def2-TZVPD" lumo_energy_ev=1.07 e_homo_ev=-9.37 smiles="C=C(F)CCC" gap_ha=0.3836
F 0.2009 0.3624 -1.7923
C 1.2490 0.9566 0.8405
C -2.0340 0.1834 -1.1971
C -0.7483 -0.1842 -1.0370
C -0.2780 -0.9368 0.1650
C 1.1088 -0.5556 0.6348
H -2.7632 -0.3411 -0.5989
H -0.9739 -0.6649 0.9870
H 1.9446 -0.7736 -0.0593
H 2.0161 1.2272 1.5584
H -0.3538 -1.9655 -0.0340
H -2.3546 0.7981 -2.0551
H 1.4830 1.5098 -0.1292
H 1.2702 -1.0679 1.6188
H 0.2330 1.4520 1.0984

=====

Verdict on stability: entry x comes out at the bottom.

=====

Entry w
15
Properties=species:S:1:pos:R:3 method="wB97M-V/def2-TZVPD" lumo_energy_ev=1.17 e_homo_ev=-10.28 smiles=C[C@@H](F)C1CC1 gap_ha=0.4211
F -0.5696 1.3148 0.1892
C 0.5336 -0.6877 -0.2624
C 1.3755 -0.2740 0.8745
C -1.9826 -0.5792 0.1509
C 1.8067 0.1165 -0.5483
C -0.8147 0.0405 -0.4685
H 0.4003 -1.7039 -0.6327
H 2.6954 -0.3666 -1.0130
H 1.9763 -0.9534 1.5221
H -1.9866 -1.6229 0.0099
H -1.9723 -0.3889 1.2368
H -1.0847 0.1440 -1.5376
H 0.7709 0.4832 1.4518
H -2.8739 -0.2437 -0.3823
H 1.6897 1.1218 -0.8348

=====

Entry x
15
Properties=species:S:1:pos:R:3 method="wB97M-V/def2-TZVPD" lumo_energy_ev=1.12 e_homo_ev=-10.30 smiles=CC1(F)CCC1 gap_ha=0.4197
F -1.1326 1.4423 -0.5614
C -0.5991 0.2427 -0.1178
C 0.5698 0.6150 0.8662
C -1.7407 -0.5975 0.2635
C 0.5457 -0.2754 -1.0541
C 1.6666 0.0749 -0.0258
H -1.5026 -1.6972 0.2986
H 0.5396 0.2581 1.8755
H 2.1845 -0.8132 0.2946
H 0.5451 0.3885 -1.8748
H 0.6955 1.7240 1.0418
H -2.5374 -0.5361 -0.5519
H 2.4023 0.8384 -0.3188
H -2.1750 -0.3291 1.2632
H 0.5382 -1.3354 -1.3986

=====

Verdict on stability: entry w comes out at the bottom.

=====

Entry w
23
Properties=species:S:1:pos:R:3 method="wB97M-V/def2-TZVPD" lumo_energy_ev=-11.81 e_homo_ev=-17.68 charge=+2 gap_ha=0.2157
N -2.8741 -0.9190 2.2052
N 4.2458 0.2510 -0.5822
N 1.8641 0.5264 -0.1634
C -1.7162 0.0260 0.2209
C 0.5063 0.9808 -0.5477
C -2.3095 -1.0958 -0.6603
C -0.3059 0.3201 0.5427
C 2.9116 0.5378 -1.1825
H -2.1291 -0.3067 1.2517
H -2.6345 -1.1750 3.1004
H -3.8514 -0.8126 2.2784
H -2.9422 -0.7834 -1.4494
H -0.2037 0.9947 1.4658
H 5.1557 0.0789 -1.1843
H 0.4041 2.0820 -0.4563
H -1.5651 -1.6330 -1.1225
H 0.3378 -0.5144 0.9057
H 0.1091 0.6076 -1.6902
H -2.0995 1.0500 0.2420
H 2.7650 -0.3407 -1.7837
H 4.3156 0.5390 0.4407
H -2.7432 -1.9159 -0.0703
H 2.7591 1.5022 -1.7607

=====

Entry x
23
Properties=species:S:1:pos:R:3 method="wB97M-V/def2-TZVPD" lumo_energy_ev=-6.53 e_homo_ev=-16.66 charge=+2 smiles="C[C@@H]([NH3+])C/C(N)=C/[NH3+]" gap_ha=0.3722
N 3.2523 -0.3549 -0.0752
N -1.2758 0.9468 1.7048
N 0.9260 -0.9891 -1.8661
C -0.6091 -0.7283 -0.0246
C 1.8158 -0.4845 0.3049
C -1.2149 0.6573 0.2004
C -2.6325 0.8686 -0.3780
C 0.8099 -0.7322 -0.5539
H -1.4914 1.9124 1.9699
H 0.1372 -1.1811 -2.4624
H 1.7892 -1.2532 -2.3224
H -2.6788 1.7179 -1.0595
H -0.7318 -1.3867 0.8267
H -2.9411 -0.0084 -0.9369
H -0.6035 1.4609 -0.1899
H 3.4902 -0.7914 -0.9625
H -3.3772 1.0564 0.4028
H 3.4778 0.6356 -0.1502
H -2.0142 0.3824 2.1386
H -0.3982 0.6793 2.1472
H 1.6658 -0.4191 1.3679
H -1.2216 -1.2517 -0.7568
H 3.8260 -0.7370 0.6752

=====

Verdict on stability: entry w comes out at the bottom.

=====

Entry w
9
Properties=species:S:1:pos:R:3 method="wB97M-V/def2-TZVPD" lumo_energy_ev=0.29 e_homo_ev=-9.92 smiles="[O-][N+]1=CC1.F" gap_ha=0.3751
F 1.7725 1.2450 -0.9415
O 0.5704 -2.0411 0.1065
N 0.0681 -0.9916 0.0959
C -0.3388 0.0009 -0.5742
C -0.6426 0.0055 0.9221
H -1.6918 -0.0672 1.1887
H -0.0151 0.7903 1.3574
H -0.7637 0.2612 -1.4992
H 1.0411 0.7969 -0.6557

=====

Entry x
9
Properties=species:S:1:pos:R:3 method="wB97M-V/def2-TZVPD" lumo_energy_ev="-0.45 / -0.45" e_homo_ev="-10.52 / -10.53" gap_ha="0.3701 / 0.3701"
F 1.7412 -1.0882 1.6814
O 0.1733 -0.5149 1.7709
N -0.2526 -0.0180 0.7245
C 0.0445 0.8820 -0.3384
C -0.5067 -0.4836 -0.6150
H -1.5913 -0.5515 -0.9521
H 0.9977 1.0446 -0.7149
H 0.2107 -1.0494 -1.1429
H -0.8168 1.7790 -0.4136

=====

Entry y
9
Properties=species:S:1:pos:R:3 method="wB97M-V/def2-TZVPD" lumo_energy_ev=0.47 e_homo_ev=-10.87 smiles="CN=C=O.F" gap_ha=0.4169
F 0.2402 2.2658 0.0208
O 2.5156 -1.1969 -0.0119
N 0.3269 -0.4820 0.0864
C 1.3921 -0.9382 -0.0173
C -1.0318 -0.2731 -0.0288
H -1.2860 0.6851 -0.2038
H 0.6274 1.3928 -0.0054
H -1.4673 -0.5246 0.9811
H -1.3172 -0.9289 -0.8210

=====

Verdict on stability: entry x comes out at the bottom.

=====

Entry w
12
Properties=species:S:1:pos:R:3 method="wB97M-V/def2-TZVPD" lumo_energy_ev=-0.21 e_homo_ev=-8.51 smiles="CCC(P)=S" gap_ha=0.3050
S 0.1452 0.2628 2.1913
P 2.2324 -0.8930 0.1567
C -0.4334 -0.4382 -0.3654
C -1.5086 0.6123 -0.4080
C 0.5553 -0.3511 0.7633
H 2.1417 0.1055 -0.8033
H -1.6651 0.7358 0.6739
H -2.3634 0.4196 -0.9598
H -1.1545 1.5345 -0.8897
H 0.1180 -0.3589 -1.2884
H 2.9397 -0.1961 1.1360
H -1.0074 -1.4332 -0.2066

=====

Entry x
12
Properties=species:S:1:pos:R:3 method="wB97M-V/def2-TZVPD" lumo_energy_ev="-0.89 / -0.89" e_homo_ev="-8.42 / -8.42" smiles="CCC(P)=S" gap_ha="0.2767 / 0.2766"
S 0.8067 0.3008 2.0513
P 0.2535 -2.2939 0.5282
C -0.5744 1.5902 -0.7684
C -0.0969 0.1383 -0.6642
C 0.0673 -0.4464 0.6665
H -0.7392 -0.4351 -1.3287
H 0.8658 -0.0272 -1.0761
H 1.4632 -2.0310 1.1476
H -0.5715 1.8950 -1.8090
H -1.4854 1.7931 -0.1940
H -0.1726 -2.7609 1.8197
H 0.1835 2.2772 -0.3729

=====

Verdict on stability: entry x comes out at the bottom.

=====

Entry w
45
Properties=species:S:1:pos:R:3 method="wB97M-V/def2-TZVPD" lumo_energy_ev=0.37 e_homo_ev=-8.19 smiles="C=CCn1c(SCC(=O)NCc2ccco2)nc2sc(C)c(C)c2c1=O" gap_ha=0.3146
S 0.4009 3.0739 1.0381
S -0.3062 -2.1996 0.7820
O 4.0560 -0.0221 -0.1660
O -5.3946 -0.0001 -1.0745
O -3.1719 3.5810 0.6361
N -2.3076 1.5875 -0.0061
N 0.1577 0.4633 0.8644
N 2.2950 1.3110 0.3879
C -4.1411 0.0968 -0.5871
C 3.1553 2.4729 0.2021
C -3.8682 -0.9687 0.2190
C 1.0756 -3.1857 0.3699
C 2.8842 0.0449 0.1415
C -5.9284 -1.1316 -0.5813
C -5.0381 -1.7694 0.2222
C -2.3505 2.6990 0.7480
C 2.9666 3.0601 -1.1668
C 0.6518 -0.7712 0.6522
C 0.9399 -4.6645 0.2961
C -3.3147 1.2788 -0.9909
C 2.1998 -2.4506 0.1463
C 0.9932 1.4511 0.7326
C 3.5150 -3.0515 -0.2203
C 1.9655 -1.0522 0.3065
C -1.2289 2.7618 1.7832
C 3.8837 2.9929 -2.1121
H 3.4238 -3.6331 -1.1370
H -2.9576 -1.1679 0.7458
H 1.2046 -5.0205 -0.7000
H -2.8323 1.0885 -1.9592
H -6.9326 -1.3664 -0.8725
H 4.8344 2.5157 -1.9413
H -1.1553 1.8335 2.3471
H 4.1824 2.1194 0.3195
H 2.9166 3.2087 0.9753
H 2.0080 3.5285 -1.3437
H -5.1858 -2.6882 0.7511
H 4.2493 -2.2659 -0.3667
H 1.6115 -5.1432 1.0094
H -1.5930 0.8951 0.1998
H 3.7226 3.4109 -3.0910
H -3.9613 2.1560 -1.0899
H 3.8588 -3.7205 0.5680
H -0.0798 -4.9673 0.5170
H -1.4044 3.6090 2.4452

=====

Entry x
45
Properties=species:S:1:pos:R:3 method="wB97M-V/def2-TZVPD" lumo_energy_ev=0.08 e_homo_ev=-7.93 smiles="COc1ccc(OC)c(C(=O)CSc2nnc(Cc3cccs3)n2C)c1" gap_ha=0.2943
S -2.4351 0.6452 1.6711
S 3.7877 0.9585 0.1091
O 2.8101 -1.6514 0.9984
O 1.4730 0.1489 -2.4721
O -2.4528 -2.2422 -0.5722
N 1.3130 2.1489 0.0221
N 0.3815 1.3354 1.8259
N 1.6215 0.8437 1.7619
C -1.0882 2.8068 0.4902
C -2.2299 1.8397 0.4384
C 2.1774 1.3154 0.6830
C 0.1882 2.1065 0.7888
C -0.2262 -1.3600 -1.0056
C 0.5395 -2.3313 1.4587
C -3.2248 1.7822 -0.4877
C 1.5774 2.8950 -1.1743
C 1.1059 -1.2040 -0.5920
C -3.8792 0.0859 0.9211
C 1.5098 -1.7334 0.6504
C -0.7615 -2.4672 1.0370
C -1.1586 -2.0083 -0.2229
C -2.8674 -1.8677 -1.8639
C 3.1775 -1.8608 2.3457
C -4.1757 0.7740 -0.2093
C 1.9481 -0.4135 -1.4991
C 3.4277 -0.2639 -1.2318
H 2.5958 -1.2097 3.0017
H 3.9094 0.1271 -2.1292
H -4.4155 -0.7323 1.3576
H 3.0600 -2.9090 2.6366
H -1.4980 -2.9362 1.6695
H 1.1539 2.3867 -2.0435
H -0.4820 -0.9397 -1.9658
H 2.6583 2.9657 -1.3007
H 0.8086 -2.6981 2.4349
H -2.2712 -2.3670 -2.6344
H 4.2296 -1.5857 2.4006
H 1.1580 3.8972 -1.0885
H -3.2832 2.4386 -1.3387
H -3.9048 -2.1880 -1.9431
H -1.2724 3.5380 1.2863
H -5.0347 0.5783 -0.8260
H -2.8129 -0.7840 -2.0044
H -1.0202 3.3375 -0.4609
H 3.8821 -1.2019 -0.9229

=====

Verdict on stability: entry x comes out at the bottom.